# 1
Density functional theory data (wB97M-V/def2-TZVPD) for an isolated molecule of C20H28ClN5O6S at a distorted geometry.

Geometry as XYZ:
```
61
Properties=species:S:1:pos:R:3:forces:R:3
C -1.2591 -4.8203 1.3530 -0.2 0.1 0.1
C -2.4107 -3.8247 1.2907 0.2 0.1 -0.2
C -2.1181 -2.7180 0.2804 -0.3 0.0 0.3
H -2.0230 -3.1524 -0.7168 0.1 0.0 -0.1
C -3.2337 -1.6710 0.2463 0.0 -0.5 0.0
N -2.8844 -0.5392 -0.5998 0.0 0.0 0.2
C -2.0581 0.4580 -0.1377 -0.2 0.5 -0.2
C -1.6940 1.4956 -0.9764 0.1 0.3 -0.1
C -2.1811 1.5735 -2.3201 -0.2 -0.3 0.4
O -1.8922 2.4089 -3.1566 0.1 0.2 -0.2
N -3.0487 0.5274 -2.6547 -0.1 0.1 -0.4
C -3.3870 -0.5519 -1.8915 0.1 0.2 -0.1
O -4.0831 -1.4494 -2.3089 -0.2 -0.3 -0.1
H -3.4230 0.5393 -3.5967 0.1 0.0 0.2
N -0.7196 2.4534 -0.5771 -0.8 -0.3 0.2
C 0.5561 2.3696 -1.0004 0.2 -0.1 -0.5
O 1.3956 3.2234 -0.7843 0.1 0.2 -0.1
C 0.9044 1.1321 -1.8289 0.2 0.5 0.0
N 0.6391 -0.0972 -1.1127 0.5 0.0 1.0
S 1.3991 -0.2179 0.3714 -0.1 -0.4 0.1
O 1.1100 0.9599 1.1319 0.5 0.3 -0.2
O 0.9768 -1.4711 0.9353 0.4 -0.2 -0.2
C 3.1487 -0.2571 0.0125 -0.7 0.0 0.1
C 3.7935 -1.4709 -0.1341 0.0 -0.1 0.0
C 5.1347 -1.4916 -0.4738 0.0 0.1 0.0
C 5.8022 -0.2886 -0.6697 -0.3 0.0 0.1
C 5.1499 0.9292 -0.5240 0.0 -0.1 0.0
C 3.8090 0.9437 -0.1792 0.1 0.1 0.0
H 3.2739 1.8734 -0.0543 0.0 0.2 0.0
H 5.6849 1.8523 -0.6798 0.1 0.1 0.0
Cl 7.4700 -0.3106 -1.0979 0.2 0.0 -0.1
H 5.6610 -2.4260 -0.5869 0.1 -0.1 0.0
H 3.2431 -2.3825 0.0363 0.0 -0.2 0.0
C 0.7361 -1.2915 -1.9202 0.0 -0.4 -0.1
H 0.6354 -2.1457 -1.2559 -0.1 -0.1 -0.2
H -0.0784 -1.2996 -2.6449 0.0 0.0 0.0
H 1.6915 -1.3534 -2.4545 0.0 0.0 0.0
H 0.2984 1.1475 -2.7385 0.0 -0.1 0.1
H 1.9623 1.2113 -2.1197 -0.2 0.1 0.0
C -1.1295 3.6561 0.1349 0.4 0.3 0.4
H -0.8641 4.5274 -0.4715 -0.1 0.0 0.1
H -2.2103 3.6156 0.2701 0.0 0.0 -0.1
C -0.4428 3.7890 1.4933 0.1 0.2 -0.2
O -1.0171 2.8745 2.4073 -0.2 -0.1 -0.2
C -0.2439 2.7061 3.5711 0.1 0.0 0.1
H -0.7980 2.0270 4.2164 0.1 0.0 0.1
H 0.7315 2.2723 3.3262 0.0 0.0 0.1
H -0.0972 3.6615 4.0875 0.0 0.0 0.0
H 0.6265 3.5842 1.3781 -0.1 0.1 0.0
H -0.5708 4.8153 1.8676 0.0 -0.1 0.0
N -1.6928 0.4347 1.1529 -0.1 -0.1 -0.1
H -1.5875 -0.4399 1.6346 0.0 -0.1 0.0
H -1.1120 1.2019 1.4830 -0.1 -0.1 0.0
H -3.4724 -1.3056 1.2478 0.0 0.0 -0.1
H -4.1344 -2.1125 -0.1872 0.1 0.1 0.2
H -1.1623 -2.2523 0.5319 0.0 0.0 -0.1
H -3.3326 -4.3403 1.0141 -0.1 0.0 0.1
H -2.5592 -3.3844 2.2795 -0.1 0.0 0.0
H -1.4516 -5.5845 2.1018 0.1 -0.1 0.0
H -1.1258 -5.3085 0.3903 0.1 -0.1 -0.1
H -0.3353 -4.3057 1.6087 0.1 0.0 0.0
```
Positions in Å, forces in eV/Å.

Computed properties:
**E_LUMO**: 0.232 eV
**HOMO energy**: -8.389 eV
**Frontier orbital gap**: 8.6 eV
**Net charge**: 0
**F_max**: 1.15 eV Å⁻¹

# 2
Density functional theory data (wB97M-V/def2-TZVPD) for a cluster of 4 separate species, C16H44N4O4 in total at a distorted geometry.

Geometry as XYZ:
```
68
Properties=species:S:1:pos:R:3:forces:R:3
C -0.0549 4.6496 -2.7168 -0.1 -0.8 -1.2
C 1.1603 4.4246 -1.8413 0.0 -0.9 -0.3
C 2.4160 4.2120 -2.6737 -0.3 0.5 -1.7
O 3.5710 4.2201 -1.8784 -0.2 -0.1 0.7
C 4.5713 3.3204 -2.2084 1.1 -1.1 -0.7
N 1.2763 5.4906 -0.8573 0.2 0.3 -0.2
H 0.0479 5.4693 -3.4360 -0.1 0.5 0.6
H -0.9786 4.6571 -2.1425 0.1 0.6 0.1
H -0.2007 3.8070 -3.4089 0.3 -0.2 0.3
H 0.9781 3.4309 -1.4076 0.1 0.4 0.7
H 2.4943 4.9908 -3.4543 0.1 0.4 0.4
H 2.3028 3.3317 -3.3196 0.2 -0.5 0.6
H 4.2871 2.2588 -2.2575 -0.7 0.2 0.0
H 5.3799 3.3225 -1.4763 -0.2 0.5 0.2
H 5.0445 3.5150 -3.1811 -0.2 0.3 0.0
H 1.2126 6.3603 -1.3886 -0.1 0.0 0.2
H 2.2206 5.5130 -0.4788 -0.1 -0.3 0.1
C 0.6945 -1.5510 -1.0376 -0.1 -1.2 1.5
C 1.5143 -0.2777 -1.2386 -1.4 0.1 -0.1
C 3.0057 -0.5486 -1.2959 -0.7 0.0 -0.4
O 3.2845 -1.1930 -2.5266 0.1 0.0 0.1
C 4.5014 -1.8865 -2.4911 0.8 0.0 -0.3
N 1.0099 0.4363 -2.4290 1.2 -0.1 -0.3
H 0.8249 -2.3491 -1.7711 0.2 0.4 -0.4
H -0.3824 -1.4115 -0.9051 0.0 0.5 -0.4
H 0.9180 -2.0686 -0.0874 0.4 0.3 0.0
H 1.3431 0.4179 -0.4093 0.1 -0.3 0.2
H 3.2535 -1.2101 -0.4610 0.2 0.1 0.1
H 3.5435 0.4001 -1.2137 0.2 -0.1 0.0
H 4.4493 -2.8068 -1.9022 -0.1 0.0 0.1
H 5.3266 -1.2723 -2.1072 -0.2 0.1 0.2
H 4.8237 -2.1417 -3.5017 -0.4 -0.1 -0.1
H 0.0022 0.3891 -2.4595 -0.1 0.0 0.1
H 1.3659 -0.0832 -3.2293 -0.2 0.2 -0.1
C -1.1477 0.2472 1.9965 -0.9 0.2 -0.5
C -1.2484 1.7655 1.9763 0.4 0.0 -0.3
C -2.6492 2.3297 2.2232 0.3 1.3 0.0
O -3.6240 1.7823 1.3775 0.2 -0.9 0.4
C -4.6639 2.6425 1.0077 -0.4 0.0 -0.7
N -0.2789 2.3144 2.9339 -0.5 0.6 0.1
H -0.1935 -0.1405 1.6464 0.2 0.3 0.2
H -1.8951 -0.1140 1.2809 -0.1 -0.2 0.3
H -1.3678 -0.1211 3.0001 0.0 -0.2 -0.1
H -0.9955 2.1308 0.9744 0.3 -0.2 0.1
H -2.6188 3.4094 1.9941 0.4 0.0 0.1
H -2.8425 2.3277 3.3109 -0.6 -0.6 -0.1
H -5.0992 3.1827 1.8498 0.0 0.0 0.1
H -5.4320 2.0328 0.5283 -0.1 -0.1 0.3
H -4.3617 3.3354 0.2114 0.3 0.3 0.3
H -0.2586 3.3311 2.8349 0.2 -0.2 -0.1
H -0.6621 2.1792 3.8714 0.2 -0.2 -0.1
C -2.1934 -3.5039 1.3483 -0.7 0.1 0.7
C -1.4844 -4.4255 2.3644 0.0 0.9 -1.2
C -1.9146 -5.8587 2.0613 0.4 0.1 0.4
O -3.3310 -5.9362 2.1370 0.5 -0.8 0.3
C -3.7795 -7.2856 2.2874 -0.2 0.5 -0.1
N -0.0339 -4.2850 2.3183 0.7 -0.3 -0.1
H -2.1388 -3.8384 0.3112 0.1 -0.2 0.1
H -1.8488 -2.4696 1.3833 0.2 -0.1 0.2
H -3.2418 -3.5001 1.6587 -0.1 0.1 -0.4
H -1.8114 -4.1230 3.3587 -0.1 -0.3 0.1
H -1.4170 -6.5527 2.7485 -0.2 0.1 0.2
H -1.5611 -6.1459 1.0613 -0.1 0.1 -0.1
H -4.7177 -7.3294 1.7338 0.0 -0.4 0.1
H -3.9522 -7.5646 3.3321 0.0 0.3 0.1
H -3.0603 -8.0160 1.9126 0.0 0.1 -0.4
H 0.3128 -3.4591 2.7901 -0.4 0.0 0.3
H 0.3049 -4.1588 1.3689 -0.2 -0.3 -0.1
```
Positions in Å, forces in eV/Å.

Computed properties:
**E_LUMO**: 0.755 eV
**HOMO energy**: -9.091 eV
**ΔE to the lowest compared entry with this formula, charge and spin**: 24.13 kcal/mol
**Frontier orbital gap**: 9.8 eV
**Net charge**: 0
**F_max**: 1.88 eV Å⁻¹

# 3
Density functional theory data (wB97M-V/def2-TZVPD) for a cluster of 16 separate species, C5H41NO15 in total at a distorted geometry.

Geometry as XYZ:
```
62
Properties=species:S:1:pos:R:3:forces:R:3
C -0.7357 2.2937 1.1634 -1.6 -1.2 1.8
N 0.0147 0.3869 -0.8635 0.6 0.5 -1.4
C 0.2575 1.7999 -1.0270 -0.4 -0.1 0.3
C -0.1318 2.7101 -0.1360 -0.6 -0.1 1.1
C 0.1549 4.1883 -0.1540 1.5 -0.3 0.7
C 1.1885 2.1399 -2.1658 1.2 0.2 1.8
H -0.0635 2.1206 2.0116 0.8 0.8 -0.2
H -1.2957 1.3482 1.2908 0.0 -0.1 -1.3
H -1.5381 2.9146 1.5718 0.4 0.7 -0.4
H -0.8707 0.0674 -0.4927 0.0 0.6 0.3
H 0.0316 0.0809 -1.8350 0.1 -0.8 0.3
H 0.2259 4.5704 -1.1651 0.0 0.4 0.0
H 1.1443 4.3064 0.3718 -0.5 0.1 -0.7
H -0.4882 4.7932 0.4989 -0.3 -0.4 -0.6
H 1.9022 1.3419 -2.3803 -0.8 -0.5 -0.7
H 0.7586 2.6211 -3.0174 -0.2 0.0 -0.6
H 1.9258 2.7892 -1.6790 -0.3 0.7 -0.5
H 2.5132 0.3801 3.6782 0.1 0.3 0.0
H 2.5064 -0.8400 2.7701 0.3 0.5 0.3
O 2.7687 -0.5430 3.6569 -0.1 -0.6 -0.1
H 3.1046 1.1835 -0.8540 0.4 0.2 -0.1
H 4.4099 1.3575 -0.1496 0.2 0.1 0.1
O 3.9223 1.7063 -0.9051 -0.4 -0.5 0.2
H 1.1418 -3.9876 1.2362 -0.4 0.1 0.2
H 2.2285 -3.2444 0.5264 -0.2 0.2 -0.3
O 1.2793 -3.4278 0.4624 0.6 -0.3 0.2
H 2.7019 1.7537 1.4177 0.3 0.0 0.4
H 3.2138 3.1656 1.4361 0.2 -0.6 0.6
O 3.2655 2.3364 1.9578 -0.6 0.5 -0.8
H -4.6490 -0.7299 1.7659 -0.1 0.1 -0.1
H -3.4277 -0.9671 0.8856 0.0 0.1 -0.2
O -3.8644 -1.2759 1.6800 -0.1 -0.1 0.2
H -2.1194 -1.4729 -3.1565 0.3 -0.4 -0.5
H -2.0335 -1.7041 -1.6746 0.2 -0.5 0.1
O -2.5059 -1.1843 -2.3249 0.0 0.4 0.3
H -2.6950 -2.6144 3.0276 -0.5 0.6 -1.0
H -1.2693 -2.4837 2.2002 -0.8 0.5 -0.1
O -1.7594 -2.7513 2.9814 1.2 -1.3 1.4
H 0.1229 -2.4431 -4.0266 -0.2 -0.4 0.3
H -0.8283 -3.4608 -3.2928 0.5 0.5 -0.5
O -0.7155 -2.9256 -4.1063 -0.6 0.0 -0.1
H -0.4069 0.2107 2.1757 0.0 0.1 0.2
H -0.0803 -0.8589 3.2645 -0.1 0.0 -0.5
O -0.1003 -0.6877 2.3098 0.1 0.5 -0.2
H -3.4216 1.9417 -0.1793 -0.4 0.4 -0.6
H -4.1831 3.3244 -0.1945 0.0 -0.3 -0.5
O -3.7178 2.6889 0.3480 0.3 0.0 1.1
H 1.6920 -1.2092 1.1955 -0.4 -0.1 -0.1
H 1.6749 -0.1559 0.1522 -0.3 -0.3 -0.2
O 2.3057 -0.7292 0.6232 0.3 0.3 0.1
H -4.0061 1.2371 -3.1664 0.0 0.0 0.2
H -3.0225 0.6219 -2.1486 -0.8 0.0 -0.3
O -3.8384 1.1662 -2.2194 0.6 0.1 0.1
H 0.2162 -3.0262 3.9162 -0.1 -0.1 -0.2
H 1.5992 -2.3603 3.7732 0.1 0.0 0.2
O 0.8650 -2.7267 3.2663 0.5 -0.8 0.5
H 2.3100 -1.7402 -3.0041 0.5 0.0 0.1
H 1.9265 -0.8878 -4.2566 0.3 0.0 0.1
O 1.5905 -1.4582 -3.5605 -0.6 0.3 -0.2
H -0.8658 -4.4291 -0.9371 -0.4 -0.2 -0.5
H 0.2004 -3.4511 -0.9828 0.0 0.2 -0.6
O -0.5292 -3.7704 -1.5598 0.2 -0.1 1.3
```
Positions in Å, forces in eV/Å.

Computed properties:
**E_LUMO**: 0.010 eV
**HOMO energy**: -8.497 eV
**ΔE to the lowest compared entry with this formula, charge and spin**: 74.44 kcal/mol
**Frontier orbital gap**: 8.5 eV
**Net charge**: 0
**F_max**: 2.69 eV Å⁻¹

Question: The lowest HOMO energy belongs to which entry?
Answer: C16H44N4O4

Question: The highest E_LUMO belongs to which entry?
Answer: C16H44N4O4

Question: Which formula does entry 2 have?
Answer: C16H44N4O4